{
  "formula": "C34H31N6O8S2Tl",
  "method": "wB97M-V/def2-TZVPD",
  "mol_weight_g_mol": 920.2,
  "e_lumo_ev": 0.01,
  "homo_energy_ev": -7.942,
  "gap_ev": 7.955,
  "relative_energy_kj_mol": 310.0,
  "species": ["Tl", "O", "C", "C", "C", "N", "C", "C", "C", "O", "O", "C", "O", "O", "H", "H", "H", "C", "C", "C", "C", "C", "C", "N", "C", "C", "C", "C", "C", "N", "C", "C", "C", "C", "C", "C", "N", "H", "H", "H", "H", "H", "H", "H", "H", "H", "H", "H", "H", "H", "H", "H", "C", "C", "C", "C", "C", "C", "C", "S", "O", "O", "O", "H", "H", "H", "H", "H", "H", "H", "S", "C", "N", "C", "C", "N", "H", "H", "H", "H", "H", "H"],
  "positions_angstrom": [[-0.7232, 0.0195, -0.2628], [-3.6189, 5.8174, -2.2523], [-2.9692, 4.6698, -1.8864], [-2.6474, 4.4591, -0.5601], [-2.0690, 3.2764, -0.2150], [-1.7944, 2.3446, -1.1321], [-1.9771, 2.5937, -2.3926], [-2.5707, 3.7912, -2.8974], [-1.4532, 1.4518, -3.3257], [-1.2599, 1.8842, -4.4326], [-1.3698, 0.2408, -2.8956], [-1.8892, 3.0107, 1.2562], [-1.7481, 4.1296, 1.9849], [-0.8259, 2.1723, 1.6055], [-3.7334, 6.2900, -1.4538], [-2.9205, 5.2232, 0.1808], [-2.7384, 3.8807, -3.9599], [5.2951, -0.3221, 0.1665], [4.1269, 0.1198, -0.7523], [3.6544, 1.4353, -0.6973], [2.5775, 1.8591, -1.5095], [1.9633, 0.9399, -2.2855], [2.4197, -0.3637, -2.2050], [3.5023, -0.7903, -1.5428], [1.6584, -1.4621, -2.8891], [2.1049, -1.8860, -4.1288], [1.3396, -2.8456, -4.7404], [0.2073, -3.3373, -4.1005], [-0.2134, -2.7980, -2.8925], [0.5208, -1.8071, -2.2940], [-1.4269, -3.2861, -2.2236], [-2.4374, -3.7501, -2.9463], [-3.6432, -4.1554, -2.2881], [-3.7657, -3.9004, -0.9257], [-2.6303, -3.4083, -0.2479], [-2.4767, -3.3558, 1.2496], [-1.5103, -3.0664, -0.9264], [6.0440, -0.6825, -0.5531], [4.8941, -1.0134, 0.9131], [5.6616, 0.5274, 0.7588], [4.1168, 2.2540, -0.1109], [2.2131, 2.8828, -1.4861], [1.0127, 1.1647, -2.7944], [3.0042, -1.5574, -4.5597], [1.6195, -3.4586, -5.5957], [-0.3092, -4.2665, -4.4697], [-2.3955, -3.7821, -4.0051], [-4.4594, -4.5648, -2.8742], [-4.7415, -4.0215, -0.4645], [-1.5274, -2.7787, 1.4421], [-2.3250, -4.3203, 1.6807], [-3.3037, -2.8321, 1.7363], [1.9503, 4.3885, 5.1768], [0.7812, 3.6735, 4.5369], [0.6366, 2.1737, 4.6987], [-0.1522, 1.4464, 3.8943], [-1.1461, 2.1487, 3.0027], [-1.3178, 3.6162, 3.2993], [-0.0968, 4.2789, 3.8040], [-2.7875, 1.3596, 2.9861], [-3.1115, 2.2298, 1.6356], [-3.5998, 1.7464, 4.1001], [-2.7738, -0.0039, 2.6249], [2.8261, 4.2207, 4.5479], [2.1269, 3.9436, 6.1871], [1.7366, 5.4247, 5.1338], [1.2577, 1.5973, 5.3452], [-0.1372, 0.3644, 3.8583], [-2.1788, 3.7927, 3.9396], [-0.0636, 5.3337, 3.4891], [1.9883, -1.0463, 2.1436], [1.8630, -2.5337, 1.3314], [2.5964, -2.8676, 0.2503], [2.2121, -4.1837, -0.2021], [1.3551, -4.7014, 0.9433], [1.0458, -3.5497, 1.6681], [2.9182, -2.0870, -0.3019], [2.9597, -4.9810, -0.3681], [1.6333, -4.0773, -1.1761], [1.9710, -5.4659, 1.4993], [0.5178, -5.2890, 0.6443], [0.5267, -3.5775, 2.5080]],
  "atomic_forces_ev_per_a": [[0.00, -0.71, -0.68], [0.46, -1.22, -0.87], [0.10, 0.50, -2.28], [-0.43, 0.71, 0.68], [-0.13, 0.15, -0.18], [0.54, 0.04, 2.56], [-0.19, -0.22, -1.40], [0.35, -1.42, 1.84], [-1.44, -0.99, 1.21], [0.87, 0.32, -2.29], [0.15, 1.79, 0.41], [-0.47, -1.09, -1.75], [0.14, 0.36, 1.04], [-0.36, -0.25, 0.48], [-0.47, 1.21, 1.17], [0.21, -0.46, -0.24], [0.00, 0.29, 0.09], [-1.20, 0.74, -1.14], [-0.14, 0.77, 0.75], [-0.09, 1.30, -0.53], [1.33, 0.37, 1.24], [-1.66, -0.64, -0.35], [0.25, -1.28, -0.29], [0.16, 1.15, 0.77], [-0.31, 1.56, 0.12], [-1.09, -0.99, 0.14], [-0.43, -1.70, -0.02], [-0.70, -1.06, 0.18], [1.61, 1.11, -0.10], [-0.25, -1.45, -0.62], [1.37, 1.94, 0.64], [-3.70, -2.04, -0.27], [1.19, 1.13, -0.20], [0.24, -0.03, -0.62], [0.90, -0.22, -0.71], [0.73, 2.02, -0.28], [-0.70, -0.72, 2.01], [0.12, -0.38, 0.88], [0.35, -0.46, -0.43], [0.03, -0.10, -0.51], [-0.02, -1.06, -0.08], [0.20, -0.08, 0.09], [0.71, -0.24, -0.11], [1.02, 0.56, -0.30], [0.35, 0.79, -0.23], [0.57, 1.27, 0.15], [0.10, -0.21, -0.75], [0.01, 0.14, 0.13], [0.34, -0.26, 0.33], [-1.05, -0.44, -0.10], [-0.19, -0.86, 0.20], [0.04, -0.21, 0.05], [-0.14, -1.94, -0.21], [1.26, -1.96, 1.52], [-0.47, 0.38, -1.18], [-0.39, 0.66, -0.08], [1.58, -1.10, 0.90], [-1.03, 0.41, -0.32], [-1.67, 2.00, -1.75], [-0.49, 1.49, -0.52], [0.10, 0.14, 0.84], [0.32, 0.37, -0.39], [0.42, -1.15, -0.39], [0.22, -0.12, 0.22], [-0.02, 0.83, -0.70], [-0.01, 1.06, 0.57], [0.65, 0.09, 0.54], [0.04, 0.01, 0.11], [0.07, 0.00, 0.40], [0.26, -0.38, 0.56], [-0.27, -0.49, -0.33], [0.16, 1.11, 0.58], [-0.25, -0.55, 1.50], [-1.03, -0.71, -2.33], [1.26, -2.35, -0.08], [0.23, 0.98, 0.12], [0.46, -0.24, -0.68], [0.39, 1.09, -0.10], [0.49, -0.22, 1.09], [-0.31, 0.91, 0.08], [-1.00, -0.05, -0.54], [-0.25, 0.33, 0.75]]
}



{
  "formula": "C34H32BrIrN3O3P2",
  "method": "wB97M-V/def2-TZVPD",
  "mol_weight_g_mol": 864.7,
  "e_lumo_ev": [-6.25, -7.19],
  "multiplicity": 2,
  "homo_energy_ev": [-13.427, -14.332],
  "charge": 2,
  "gap_ev": [7.178, 7.140],
  "relative_energy_kj_mol": 0.0,
  "species": ["Ir", "N", "C", "C", "O", "N", "C", "C", "O", "O", "H", "H", "H", "H", "H", "H", "Br", "C", "C", "C", "N", "C", "C", "H", "H", "H", "H", "C", "P", "C", "C", "C", "C", "C", "C", "C", "C", "C", "C", "C", "C", "P", "C", "C", "C", "C", "C", "C", "C", "C", "C", "C", "C", "C", "H", "H", "H", "H", "H", "H", "H", "H", "H", "H", "H", "H", "H", "H", "H", "H", "H", "H", "H", "H", "H", "H"],
  "positions_angstrom": [[0.0178, 0.6246, -0.2307], [0.3904, -0.3809, -2.0585], [1.3404, 0.4623, -2.8480], [2.1798, 1.3731, -1.9652], [3.1023, 2.0154, -2.3790], [1.6882, 1.4283, -0.6644], [2.2441, 2.3791, 0.2972], [1.1570, 2.7162, 1.3095], [1.2086, 3.6728, 2.0384], [0.0908, 1.8968, 1.3268], [0.8392, -1.2733, -1.8596], [-0.4122, -0.5950, -2.6436], [0.7535, 1.1222, -3.4875], [1.9840, -0.1425, -3.4842], [2.5983, 3.2872, -0.1903], [3.0897, 1.9339, 0.8266], [-2.5434, -4.3658, 3.4690], [-1.9130, -2.9670, 2.4059], [-1.9392, -3.0699, 1.0206], [-1.4758, -2.0100, 0.2741], [-0.9809, -0.8924, 0.8277], [-0.9532, -0.8002, 2.1684], [-1.4159, -1.8086, 2.9874], [-2.3225, -3.9537, 0.5315], [-1.5100, -2.0408, -0.8068], [-0.5610, 0.1222, 2.5773], [-1.3803, -1.6891, 4.0606], [-2.5983, 2.8923, 0.3116], [-2.0056, 1.5118, -0.7799], [-3.5640, 0.5883, -0.9058], [-3.9705, -0.1423, 0.2171], [-5.2098, -0.7579, 0.2452], [-6.0668, -0.6438, -0.8420], [-5.6918, 0.1133, -1.9409], [-4.4521, 0.7367, -1.9725], [-1.6218, 2.2495, -2.3857], [-0.9429, 3.4685, -2.4055], [-0.4803, 3.9971, -3.6001], [-0.6898, 3.3098, -4.7893], [-1.3456, 2.0865, -4.7782], [-1.8004, 1.5489, -3.5812], [-1.6634, 3.5669, 1.7246], [-2.0575, 2.6711, 3.2213], [-3.1849, 1.8609, 3.3499], [-3.4145, 1.1839, 4.5388], [-2.5244, 1.3137, 5.5963], [-1.3998, 2.1200, 5.4690], [-1.1580, 2.7946, 4.2834], [-2.0868, 5.2876, 1.8891], [-2.4560, 5.8196, 3.1295], [-2.7358, 7.1710, 3.2362], [-2.6319, 7.9966, 2.1249], [-2.2448, 7.4761, 0.8935], [-1.9623, 6.1301, 0.7762], [-3.5476, 2.5366, 0.7162], [-2.8559, 3.7228, -0.3503], [-3.3299, -0.2108, 1.0880], [-5.5120, -1.3219, 1.1179], [-7.0344, -1.1266, -0.8219], [-6.3704, 0.2341, -2.7741], [-4.2051, 1.3607, -2.8179], [-0.7498, 4.0044, -1.4815], [0.0468, 4.9415, -3.6046], [-0.3351, 3.7249, -5.7227], [-1.5046, 1.5479, -5.7029], [-2.3012, 0.5888, -3.5908], [-3.9099, 1.7654, 2.5519], [-4.2997, 0.5708, 4.6456], [-2.7122, 0.7929, 6.5258], [-0.7072, 2.2213, 6.2934], [-0.2655, 3.3978, 4.1702], [-2.5425, 5.1816, 3.9985], [-3.0374, 7.5805, 4.1904], [-2.8482, 9.0523, 2.2171], [-2.1564, 8.1248, 0.0331], [-1.6412, 5.7383, -0.1824]],
  "atomic_forces_ev_per_a": [[-0.79, -0.07, -0.33], [0.21, -0.24, 0.10], [0.04, 0.09, -0.09], [-0.09, -0.08, 0.17], [0.08, 0.01, -0.01], [0.07, 0.27, 0.00], [-0.16, -0.14, -0.11], [0.13, 0.08, 0.03], [-0.04, -0.02, 0.04], [0.45, 0.07, 0.20], [-0.02, -0.01, -0.04], [-0.03, 0.04, 0.03], [0.02, -0.04, -0.02], [0.01, -0.01, 0.04], [-0.03, 0.03, 0.03], [0.03, 0.07, 0.01], [0.00, 0.02, -0.01], [-0.01, -0.03, 0.00], [-0.03, -0.02, 0.02], [0.08, 0.08, -0.02], [0.06, -0.04, -0.01], [-0.08, -0.01, 0.05], [0.00, 0.01, -0.03], [0.00, 0.00, -0.01], [0.00, -0.02, 0.01], [0.02, -0.05, 0.02], [0.00, 0.01, 0.00], [0.03, 0.04, -0.03], [0.08, -0.04, -0.04], [0.03, -0.04, 0.06], [0.03, -0.03, 0.01], [0.00, 0.00, 0.00], [-0.01, 0.01, -0.02], [-0.01, -0.02, 0.03], [0.05, 0.02, -0.01], [-0.04, 0.02, 0.00], [0.00, 0.02, 0.02], [0.00, -0.02, -0.01], [0.01, 0.01, 0.01], [-0.03, -0.01, 0.01], [-0.02, 0.03, 0.04], [-0.09, 0.12, 0.04], [0.07, -0.04, -0.04], [-0.06, 0.03, 0.00], [0.01, 0.01, 0.02], [-0.01, 0.01, -0.01], [0.02, -0.01, 0.01], [0.03, -0.06, -0.01], [-0.05, -0.06, -0.02], [0.01, 0.00, 0.03], [0.01, -0.01, 0.01], [0.01, -0.01, -0.01], [0.00, 0.00, 0.02], [0.00, 0.00, -0.04], [-0.03, 0.01, -0.04], [0.05, 0.02, 0.03], [-0.02, -0.02, -0.01], [0.01, 0.00, 0.01], [0.00, 0.00, 0.00], [0.00, 0.00, -0.01], [0.02, 0.01, -0.04], [0.00, 0.00, -0.01], [0.00, 0.00, 0.00], [0.00, 0.00, 0.00], [0.00, 0.00, 0.00], [-0.05, -0.02, 0.00], [0.00, 0.01, -0.02], [0.00, 0.00, 0.00], [0.00, 0.00, 0.00], [0.00, 0.00, 0.00], [0.01, 0.02, -0.01], [0.00, 0.00, 0.00], [0.00, 0.00, 0.00], [0.00, 0.00, 0.00], [0.00, 0.00, 0.00], [0.00, -0.01, 0.00]]
}



{
  "formula": "C34H32F4FeN6OS",
  "method": "wB97M-V/def2-TZVPD",
  "mol_weight_g_mol": 704.6,
  "e_lumo_ev": [-0.71, -0.71],
  "homo_energy_ev": [-6.705, -6.705],
  "gap_ev": [5.997, 5.998],
  "relative_energy_kj_mol": 6.1,
  "species": ["Fe", "C", "C", "C", "C", "C", "C", "N", "C", "C", "C", "C", "C", "C", "N", "N", "C", "C", "C", "C", "C", "N", "H", "H", "H", "H", "H", "H", "H", "H", "H", "H", "H", "H", "H", "C", "N", "C", "C", "C", "N", "C", "C", "F", "C", "F", "C", "C", "F", "C", "F", "H", "H", "H", "H", "H", "H", "H", "H", "H", "H", "H", "C", "S", "O", "C", "C", "C", "C", "C", "C", "H", "H", "H", "H", "H", "H", "H", "H"],
  "positions_angstrom": [[0.8912, -0.1761, 0.0130], [-1.1484, -3.0313, -4.6795], [-1.7042, -1.9522, -4.0055], [-1.2972, -1.6466, -2.7152], [-0.3134, -2.4027, -2.0765], [0.2291, -3.4956, -2.7562], [-0.1853, -3.8041, -4.0426], [0.1359, -1.9916, -0.8030], [0.2065, -2.9200, 0.1490], [-0.4514, -4.2056, 0.1153], [-0.3234, -5.0818, 1.1434], [0.4621, -4.7959, 2.3001], [1.0839, -3.5929, 2.3917], [0.9521, -2.6485, 1.3441], [1.5085, -1.3991, 1.3738], [2.3036, -1.0706, 2.3180], [2.6455, 0.2982, 2.2097], [3.5226, 0.8226, 3.1533], [3.8309, 2.1665, 3.0921], [3.2474, 2.9511, 2.1025], [2.3925, 2.3443, 1.2040], [2.1159, 1.0396, 1.2322], [-1.4618, -3.2687, -5.6873], [-2.4552, -1.3394, -4.4885], [-1.7157, -0.7976, -2.1858], [0.9894, -4.0957, -2.2698], [0.2557, -4.6497, -4.5557], [-1.0671, -4.4511, -0.7385], [-0.8509, -6.0274, 1.0917], [0.5412, -5.5199, 3.0992], [1.6716, -3.3259, 3.2587], [3.9204, 0.1661, 3.9138], [4.5101, 2.6045, 3.8120], [3.4415, 4.0114, 2.0324], [1.9032, 2.9145, 0.4247], [3.5914, 0.8488, -1.2541], [2.5960, -0.2303, -1.2698], [3.3068, -1.5046, -1.1218], [1.9241, -0.1667, -2.5814], [0.9061, 0.9620, -2.6608], [0.3119, 1.1853, -1.3388], [-0.4064, 2.3167, -1.1766], [-0.6574, 2.8912, 0.0970], [-0.1812, 2.2828, 1.2116], [-1.3265, 4.0785, 0.2884], [-1.4435, 4.5343, 1.5507], [-1.8558, 4.8134, -0.7530], [-1.6749, 4.2653, -2.0060], [-2.1986, 4.8907, -3.0776], [-1.0008, 3.0822, -2.2203], [-0.9993, 2.6234, -3.4950], [4.2627, 0.7350, -2.1135], [3.0926, 1.8108, -1.3274], [4.1895, 0.8183, -0.3471], [4.0570, -1.6305, -1.9116], [3.8100, -1.5301, -0.1553], [2.5971, -2.3231, -1.1707], [2.6674, -0.0652, -3.3839], [1.4295, -1.1124, -2.7341], [1.3816, 1.8835, -3.0206], [0.1898, 0.6624, -3.4300], [-2.3831, 5.7419, -0.6013], [-3.5350, -1.1446, 0.6835], [-2.3992, 0.2233, 0.5195], [-1.0801, -0.4080, 0.8610], [-2.9528, 1.1502, 1.9365], [-3.9324, 2.1145, 1.7613], [-4.3619, 2.8419, 2.8615], [-3.7960, 2.6111, 4.1074], [-2.7994, 1.6551, 4.2610], [-2.3676, 0.9162, 3.1701], [-3.5542, -1.4755, 1.7199], [-3.1575, -1.9306, 0.0300], [-4.5211, -0.8170, 0.3556], [-4.3475, 2.3026, 0.7776], [-5.1207, 3.6034, 2.7407], [-4.1225, 3.1906, 4.9609], [-2.3501, 1.4916, 5.2318], [-1.5750, 0.1833, 3.2541]],
  "atomic_forces_ev_per_a": [[0.51, -0.22, -0.32], [-0.01, -0.01, 0.04], [0.00, 0.00, 0.00], [0.02, 0.08, -0.04], [-0.41, 0.39, 0.23], [0.08, 0.00, -0.03], [-0.01, 0.02, 0.01], [0.50, -0.36, -0.05], [-0.07, -0.22, 0.17], [0.14, 0.32, -0.11], [0.10, -0.10, 0.31], [-0.17, -0.17, -0.16], [0.03, 0.18, -0.15], [0.13, 0.14, -0.05], [-0.15, -0.22, -0.02], [-0.18, 0.65, -0.26], [0.09, -0.70, 0.10], [0.10, 0.14, 0.09], [0.00, -0.08, 0.02], [0.00, -0.04, -0.04], [0.16, 0.03, -0.09], [-0.75, -0.14, 0.18], [0.00, 0.00, -0.01], [-0.01, 0.00, 0.00], [0.05, 0.04, -0.05], [0.02, 0.01, -0.02], [0.00, 0.00, 0.00], [-0.01, -0.03, 0.02], [0.01, 0.00, 0.00], [-0.03, -0.02, -0.02], [0.01, 0.06, 0.00], [0.01, 0.01, -0.01], [-0.01, 0.00, 0.01], [0.00, 0.00, -0.01], [0.10, -0.02, -0.02], [0.00, 0.05, 0.09], [-0.07, -0.04, -0.04], [0.10, -0.03, -0.08], [0.00, -0.13, -0.08], [-0.01, 0.06, 0.18], [-0.15, 0.14, -0.17], [0.07, -0.10, -0.22], [0.01, 0.03, 0.10], [-0.39, 0.01, -0.04], [-0.05, -0.01, 0.06], [-0.03, -0.01, -0.02], [-0.03, 0.02, 0.05], [0.00, -0.01, -0.11], [0.02, -0.02, 0.06], [-0.03, 0.01, 0.00], [0.04, -0.04, 0.01], [0.00, 0.00, 0.02], [-0.01, 0.05, 0.02], [-0.03, 0.01, 0.09], [0.01, 0.01, -0.02], [0.00, 0.01, 0.01], [-0.09, -0.08, 0.00], [0.02, 0.02, 0.03], [-0.08, -0.18, -0.03], [0.02, 0.00, -0.01], [-0.05, 0.07, 0.01], [0.02, 0.01, 0.01], [-0.11, -0.10, -0.04], [0.19, 0.00, -0.37], [0.29, 0.48, 0.69], [0.11, 0.04, 0.08], [-0.01, -0.03, -0.01], [0.02, 0.02, 0.01], [0.01, -0.01, -0.01], [0.01, 0.00, 0.00], [-0.05, 0.05, 0.02], [0.03, -0.05, -0.01], [-0.02, 0.01, -0.02], [-0.03, -0.02, 0.05], [0.03, 0.02, -0.01], [-0.01, -0.01, 0.00], [0.00, 0.00, 0.00], [0.00, 0.00, 0.00], [0.01, -0.01, -0.01]]
}